No. 1
# C8H9N3O3

2 unconnected molecules or ions with the total composition C8H9N3O3 (ωB97M-V/def2-TZVPD, the OMol25 dataset).

The geometry in XYZ format:
```
23
Properties=species:S:1:pos:R:3:forces:R:3:nbo_charge:R:1
C 0.179220 2.197839 -0.348521 -2.73 -0.55 -1.14 -0.620
C -0.061520 1.025149 0.619424 -1.30 1.33 -0.60 0.057
O 0.974145 0.102903 0.553830 2.29 -1.52 -0.64 -0.464
C 0.595095 -1.164068 0.357497 -2.84 0.06 0.01 0.810
O 1.275224 -2.145576 0.394734 0.53 -0.21 -0.20 -0.595
C -0.926792 -1.110400 0.196074 1.20 0.74 0.40 -0.217
C -1.878019 -2.028992 -0.177810 1.52 -2.47 -0.78 -0.112
C -3.146208 -1.554620 -0.266825 -1.40 0.52 -0.36 -0.274
C -3.481272 -0.257205 0.012211 1.24 1.75 0.38 0.064
N -2.551374 0.643499 0.358197 -0.14 0.73 0.21 -0.410
C -1.310300 0.211281 0.438261 0.17 -0.81 -0.59 0.214
H -0.784932 2.919350 -0.502858 2.62 -1.63 0.87 0.242
H 0.304556 1.677295 -1.298762 0.04 0.34 -0.40 0.214
H 1.131391 2.622426 -0.112684 0.23 0.87 0.21 0.235
H 0.074138 1.381347 1.583367 -0.54 0.96 2.17 0.203
H -1.609108 -3.103587 -0.509739 -0.43 1.95 0.75 0.243
H -3.967356 -2.024392 -0.707601 -0.84 -1.74 -0.42 0.224
H -4.466108 0.182874 -0.136458 0.01 -0.52 0.11 0.207
N 3.881640 -1.197449 0.321129 -2.70 -1.03 -2.74 -0.593
N 3.955281 -0.090032 -0.378101 0.25 -0.02 -0.29 0.222
O 4.872130 0.646720 -0.042443 -0.54 -0.25 0.02 -0.431
H 4.431722 -1.241269 1.088583 2.35 -0.27 2.96 0.356
H 3.119625 -1.917273 0.171765 1.01 1.77 0.07 0.425
```
Forces are in eV/Å.

SMILES string	C[C@@H]1OC(=O)c2cccnc21.NN=O
total charge	0
HOMO level	-8.93	eV
frontier orbital gap	8.83	eV

***

No. 2
# C8H9N3OS

A single C8H9N3OS molecule (ωB97M-V/def2-TZVPD, the OMol25 dataset).

The geometry in XYZ format:
```
22
Properties=species:S:1:pos:R:3:forces:R:3:nbo_charge:R:1
C -2.835667 -1.585722 1.060910 -2.08 -3.91 0.65 -0.256
O -2.734734 -0.950641 -0.180904 -0.92 -0.08 0.23 -0.510
C -1.531617 -1.031412 -0.765639 3.49 2.13 0.56 0.273
C -1.258448 -1.755283 -1.915496 -3.28 0.02 2.73 -0.251
C -0.050326 -1.841979 -2.442040 4.33 2.06 0.52 -0.228
C 1.087239 -1.098533 -1.909549 0.86 -1.45 -1.49 -0.196
C 0.823955 -0.319846 -0.801571 1.26 -0.60 -1.17 -0.199
S 2.023519 0.651558 0.087446 -1.17 -0.11 -0.26 0.260
C 0.635649 1.298147 1.044975 5.45 3.94 2.83 0.253
N 0.814049 2.260938 1.933288 -2.78 -2.12 -1.55 -0.358
N 2.016760 2.902171 2.174378 1.93 0.70 -3.85 -0.629
N -0.430548 0.564435 0.820601 -7.94 1.85 2.46 -0.573
C -0.461652 -0.258589 -0.258972 0.30 -0.80 -0.78 0.083
H -2.257263 -1.229511 1.882771 1.47 0.31 0.06 0.184
H -2.751852 -2.870274 0.994501 0.00 3.76 0.05 0.167
H -3.847460 -1.378756 1.462145 0.19 -0.31 -0.71 0.197
H -2.163120 -2.307222 -2.026423 -0.27 -0.96 -1.71 0.230
H 0.186046 -2.367052 -3.286611 0.12 -1.62 -2.00 0.214
H 2.225146 -1.253630 -2.406337 -3.52 0.61 1.52 0.234
H 2.520794 3.159808 1.154995 -1.38 -0.85 3.13 0.315
H 1.802253 3.830493 2.558740 -0.12 -0.64 -0.16 0.364
H -1.469598 1.062837 1.140719 4.07 -1.94 -1.09 0.426
```
Forces are in eV/Å.

SMILES string	COc1cccc2s/c(=N\N)[nH]c12
total charge	0
HOMO level	-7.41	eV
frontier orbital gap	8.06	eV

***

No. 3
# C8H9N3S

A molecular structure, C8H9N3S (ωB97M-V/def2-TZVPD, the OMol25 dataset).

The geometry in XYZ format:
```
21
Properties=species:S:1:pos:R:3:forces:R:3:nbo_charge:R:1
C 1.985078 0.510941 1.889819 1.39 1.12 0.28 0.150
C -0.332332 1.426339 -3.176123 0.03 -0.83 1.85 -0.206
C -0.590818 0.036013 -3.165997 0.30 0.93 0.32 -0.198
C 0.003058 1.992568 -1.931731 0.77 -1.34 0.82 -0.189
C -0.410866 -0.742312 -2.042652 1.29 0.30 0.82 -0.226
C 0.312760 1.193061 -0.803592 -0.46 -0.44 -1.25 -0.208
C 0.198448 -0.206704 -0.885687 -0.99 2.39 -1.03 0.115
C -0.968824 -1.231183 3.676770 1.79 3.52 0.68 -0.744
N 2.824254 1.271571 2.130921 -0.02 0.18 0.05 -0.482
N 0.492193 -0.953730 0.216502 0.19 -2.43 -0.81 -0.293
N 0.396669 -0.569257 1.461511 -1.24 -0.27 0.97 -0.327
S 0.297220 -1.824941 2.575877 0.48 -0.42 0.00 0.413
H -0.380025 2.047365 -4.046676 -0.28 0.03 -0.37 0.225
H -0.936625 -0.500413 -4.010425 -0.33 -0.06 -0.98 0.217
H 0.172519 3.029366 -1.746585 -0.09 0.71 -0.50 0.221
H -0.633577 -1.784878 -2.066152 -0.16 -0.63 -0.13 0.211
H 0.657312 1.588479 0.137472 0.07 0.47 -0.09 0.243
H -1.750304 -0.813807 3.094309 -0.86 0.27 -0.45 0.231
H -0.626406 -0.420251 4.457894 -0.39 -1.67 -1.58 0.231
H -1.272931 -2.081669 4.157693 -0.98 -2.07 1.43 0.228
H 0.563195 -1.966559 0.076851 -0.52 0.23 -0.05 0.388
```
Forces are in eV/Å.

total charge	0
HOMO level (spin up / spin down)	-7.10 / -8.90	eV
frontier orbital gap (spin up / spin down)	7.64 / 6.41	eV
spin multiplicity	3

***

No. 4
# C8H9NO

2 unconnected molecules or ions with the total composition C8H9NO (ωB97M-V/def2-TZVPD, the OMol25 dataset).

The geometry in XYZ format:
```
19
Properties=species:S:1:pos:R:3:forces:R:3:nbo_charge:R:1
C 1.615373 -1.608635 0.647467 -1.15 0.22 0.85 -0.239
C 0.604171 -2.511804 1.063056 -0.91 0.76 -1.06 -0.218
C -0.724975 -2.104946 0.953839 -0.58 -0.04 0.57 -0.245
C -1.098819 -0.796877 0.505727 1.11 -0.26 0.36 0.094
N -2.295635 -0.128470 0.326106 -1.28 -3.59 0.90 -0.513
C -2.091781 1.072150 -0.173319 -0.29 2.93 -1.15 -0.002
C -0.762879 1.380809 -0.262897 0.57 -0.97 -0.16 -0.344
C -0.111879 0.157607 0.159411 0.98 -1.31 0.53 -0.025
C 1.224867 -0.301848 0.294412 1.63 -0.10 -0.61 -0.212
H 2.647518 -1.962984 0.768757 -0.33 0.71 -0.40 0.219
H 0.752888 -3.560575 1.352140 0.35 0.66 -0.01 0.216
H -1.430974 -2.853379 1.337273 -0.22 0.62 -0.45 0.211
H -3.208757 -0.588688 0.356749 0.69 0.45 0.04 0.413
H -2.975300 1.629346 -0.484789 0.46 0.12 0.16 0.211
H -0.242030 2.227671 -0.709714 -0.57 -0.18 0.33 0.219
H 2.058677 0.358144 0.020949 -0.46 0.00 0.11 0.213
O 2.411348 3.188268 -2.099746 -1.24 0.02 0.17 -0.938
H 1.904937 3.563092 -1.343899 0.53 -0.40 -0.82 0.469
H 1.723250 2.841119 -2.711525 0.71 0.36 0.67 0.471
```
Forces are in eV/Å.

SMILES string	c1ccc2[nH]ccc2c1.O
total charge	0
HOMO level	-8.03	eV
frontier orbital gap	8.79	eV

***

No. 5
# C8H9NO

2 unconnected molecules or ions with the total composition C8H9NO (ωB97M-V/def2-TZVPD, the OMol25 dataset).

The geometry in XYZ format:
```
19
Properties=species:S:1:pos:R:3:forces:R:3:nbo_charge:R:1
C 1.706504 -1.426998 1.832763 0.06 -0.20 0.13 -0.244
C 2.023552 -0.105446 1.452647 0.08 0.18 -0.03 -0.221
C 1.217815 0.602497 0.571784 0.21 0.11 0.10 -0.244
C 0.081643 -0.046462 0.077789 -0.12 -0.37 0.08 0.117
N -0.886516 0.392516 -0.793671 -0.09 0.62 -0.34 -0.535
C -1.817471 -0.603109 -0.987757 0.11 -0.36 0.24 -0.023
C -1.466526 -1.706427 -0.243038 -0.57 0.12 -0.45 -0.330
C -0.258854 -1.378398 0.446354 0.42 0.32 0.15 -0.038
C 0.579482 -2.067913 1.341477 0.07 -0.07 0.08 -0.212
H 2.368921 -1.954109 2.532011 -0.32 0.25 -0.34 0.211
H 2.924197 0.371513 1.861258 -0.44 -0.24 -0.20 0.211
H 1.465780 1.630698 0.276933 -0.14 -0.49 0.12 0.215
H -0.912995 1.316595 -1.231744 0.03 -0.54 0.26 0.436
H -2.668114 -0.444088 -1.650490 0.36 -0.07 0.28 0.213
H -2.019637 -2.644717 -0.200849 0.24 0.38 -0.01 0.224
H 0.344230 -3.096475 1.645312 0.11 0.48 -0.14 0.211
O -0.920214 3.349097 -2.159938 0.08 1.08 -0.44 -0.957
H -0.464883 3.633453 -2.984610 -0.48 -0.32 0.88 0.482
H -1.296913 4.177774 -1.786230 0.40 -0.89 -0.39 0.482
```
Forces are in eV/Å.

SMILES string	c1ccc2[nH]ccc2c1.O
total charge	0
HOMO level	-7.68	eV
frontier orbital gap	8.08	eV

***

Per-record energy relative to the best compared isomer or geometry (same formula, charge and spin), kJ/mol: 8.6, 389.1, 0.0, 71.7, 0.0